# 1
Computed, not measured: a structure of composition C12H8Cl2NO2PtSe2Te2, with ωB97M-V/def2-TZVPD.

Calculated values
* charge: -1
* Kohn-Sham gap (spin up / spin down): 4.51 / 5.66 eV
* maximum force: 3.5 eV/Å
* electronic energy: -191730.086 eV
* HOMO level (spin up / spin down): -2.534 / -4.360 eV
* relative energy (zero: lowest compared OMol25 entry of this formula, charge and spin): 7.5 kcal per mole
* multiplicity: 3

```
30
C12H8Cl2NO2PtSe2Te2, DFT ωB97M-V/def2-TZVPD
Pt 0.05846 0.88550 -0.29900
Se -0.69378 3.04538 -1.28686
Te -1.50469 4.66115 0.50301
Te -2.79290 2.72262 2.17927
Se -0.50386 1.82919 2.35697
Cl -4.30004 -4.85523 0.41215
C -3.59305 -3.38239 -0.02641
C -4.22463 -2.34975 -0.78486
C -3.63310 -1.08451 -0.82139
C -2.25659 -0.89092 -0.50160
O -1.72331 0.26621 -0.80888
C -1.53559 -1.96567 0.21574
C -0.21641 -1.91072 0.55653
O 0.59272 -1.06244 0.00801
C -2.24205 -3.20724 0.34648
H -5.16051 -2.53264 -1.26900
H -4.17313 -0.35929 -1.41388
H 0.16712 -2.58593 1.41363
H -1.78063 -4.06347 0.77147
Cl 5.33471 -0.89080 0.12460
C 4.24452 0.44143 -0.05649
C 4.71782 1.71097 0.04731
C 3.86030 2.79442 -0.14112
C 2.46458 2.65102 -0.10100
N 2.01604 1.35006 -0.13124
C 2.90727 0.29962 -0.33076
H 5.71439 1.88659 0.35767
H 4.29104 3.76263 -0.45552
H 1.61501 3.38698 -0.14432
H 2.35027 -0.55274 -0.72056
```

# 2
Computed, not measured: the molecule C12H8FNS, with ωB97M-V/def2-TZVPD.

Calculated values
* SMILES: Fc1ccc2c(c1)Sc1ccccc1N2
* Kohn-Sham gap: 8.23 eV
* maximum force: 3.1 eV/Å
* electronic energy: -27615.183 eV
* HOMO level: -7.615 eV

```
23
C12H8FNS, DFT ωB97M-V/def2-TZVPD
F 0.15093 4.25984 -3.04707
C -0.00199 3.00963 -2.50838
C 0.08332 1.78873 -3.28024
C -0.11202 0.48731 -2.67826
C -0.39926 0.36324 -1.23319
C -0.45346 1.59631 -0.46817
C -0.25177 2.90974 -1.08009
S -0.78582 1.52093 1.31006
C -0.27526 -0.19407 1.70608
C 0.09348 -0.55929 3.07523
C 0.50109 -1.91032 3.40919
C 0.54586 -2.91371 2.35384
C 0.16553 -2.54386 1.00400
C -0.24921 -1.17445 0.63419
N -0.61950 -0.96782 -0.73944
H 0.26677 1.84603 -4.37410
H -0.03940 -0.41418 -3.33806
H -0.31531 3.84503 -0.48241
H 0.02747 0.21844 3.86637
H 0.78611 -2.19545 4.44731
H 0.86816 -3.96088 2.53182
H 0.18537 -3.33727 0.21174
H -0.17108 -1.67391 -1.32042
```

# 3
Computed, not measured: a structure of composition C12H8N3O2Se3TeW, with ωB97M-V/def2-TZVPD.

Calculated values
* charge: +1
* Kohn-Sham gap (spin up / spin down): 6.08 / 6.15 eV
* maximum force: 1.7 eV/Å
* electronic energy: -226293.533 eV
* HOMO level (spin up / spin down): -11.469 / -11.462 eV
* relative energy (zero: lowest compared OMol25 entry of this formula, charge and spin): 8.6 kcal per mole

```
30
C12H8N3O2Se3TeW, DFT ωB97M-V/def2-TZVPD
W -0.72853 -0.18714 0.03963
O 3.27072 -0.20108 -1.30897
C 2.08257 -0.10580 -1.18636
N 1.35609 0.00456 -0.00456
C 2.03341 0.24071 1.19535
O 3.19454 0.50780 1.33023
C 1.13899 0.12686 2.38610
C 1.66798 0.18871 3.66171
C 0.82886 -0.02264 4.73858
C -0.51154 -0.30219 4.50086
C -0.97329 -0.32797 3.20518
N -0.16295 -0.09676 2.15560
C 1.16515 -0.09551 -2.37024
C 1.68841 -0.08255 -3.64712
C 0.82014 -0.03664 -4.72263
C -0.54283 0.00123 -4.47031
C -0.99395 -0.01547 -3.16728
N -0.15487 -0.06951 -2.11923
H 2.72518 0.38488 3.76884
H 1.21063 0.01401 5.74968
H -1.19673 -0.49976 5.31237
H -2.00637 -0.54977 2.97932
H 2.76324 -0.10624 -3.75777
H 1.19636 -0.02282 -5.73626
H -1.26336 0.04706 -5.27400
H -2.04857 0.02195 -2.94373
Se -0.76276 -2.47923 0.06074
Se -3.24685 -0.35867 -0.64792
Te -2.79207 1.58628 0.82481
Se -0.82633 2.47410 -0.31652
```

# 4
Computed, not measured: the molecule C12H9ClO5S2, with ωB97M-V/def2-TZVPD.

Calculated values
* SMILES: O=S(=O)(Cl)c1cccc(S(=O)(=O)Oc2ccccc2)c1
* Kohn-Sham gap: 8.71 eV
* maximum force: 4.1 eV/Å
* electronic energy: -57018.176 eV
* HOMO level: -9.712 eV
* relative energy (zero: lowest compared OMol25 entry of this formula, charge and spin): 0.0 kcal per mole

```
29
C12H9ClO5S2, DFT ωB97M-V/def2-TZVPD
O -3.66996 2.24940 0.19863
S -2.51091 2.39164 -0.67886
O -2.54732 3.65524 -1.46942
Cl -2.49438 0.75095 -1.94795
C -0.94987 2.22027 0.26226
C -0.03797 3.31011 0.26353
C 1.20589 3.12478 0.90437
C 1.54038 1.94249 1.54657
C 0.63795 0.86738 1.48410
S 1.16504 -0.76055 2.15659
O 2.14795 -0.54550 3.23982
O -0.00242 -1.57298 2.55794
O 1.97584 -1.38026 0.80809
C 1.09118 -1.88203 -0.09066
C 0.75605 -1.12628 -1.25058
C -0.14015 -1.61969 -2.20925
C -0.68096 -2.88224 -2.05120
C -0.25652 -3.68524 -0.94642
C 0.60708 -3.16117 0.04064
C -0.58576 0.97412 0.84080
H -0.20099 4.26040 -0.22150
H 1.88112 3.94611 0.94473
H 2.49398 1.82510 2.02027
H 1.27855 -0.19194 -1.33444
H -0.38575 -1.00368 -3.09016
H -1.37809 -3.31569 -2.76364
H -0.56891 -4.71354 -0.91219
H 0.87621 -3.77731 0.89639
H -1.24727 0.10011 0.80153
```

# 5
Computed, not measured: a structure of composition C13H10BrFeN5O2S, with ωB97M-V/def2-TZVPD.

Calculated values
* Kohn-Sham gap (spin up / spin down): 7.52 / 7.45 eV
* maximum force: 1.1 eV/Å
* electronic energy: -140455.894 eV
* HOMO level (spin up / spin down): -8.059 / -8.167 eV
* multiplicity: 5

```
33
C13H10BrFeN5O2S, DFT ωB97M-V/def2-TZVPD
Fe 0.10823 0.12642 -0.00140
N 3.28148 1.58008 2.54619
C 2.37372 0.81904 1.91588
S 2.18145 1.07650 0.19280
N 1.72641 -0.08928 2.60384
N 0.74589 -0.67222 1.91956
C 0.27072 -1.79923 2.29196
C -0.73733 -2.40225 1.44169
C -1.46323 -3.53107 1.81814
C -2.37810 -4.07274 0.93843
C -2.56235 -3.47228 -0.30119
C -1.81707 -2.34661 -0.59732
N -0.92218 -1.82636 0.23647
H 3.90496 2.12689 1.98350
H 3.50058 1.39922 3.51128
H 0.63217 -2.30659 3.18184
H -1.29908 -3.96331 2.79645
H -2.95006 -4.94984 1.21090
H -3.25994 -3.87267 -1.02231
H -1.93375 -1.83095 -1.54335
Br 1.46080 -2.05006 -2.62242
C 0.41574 -0.59363 -3.25077
C 0.31555 -0.33218 -4.60408
C -0.45502 0.75819 -4.98558
C -1.07962 1.52526 -4.01566
C -0.91650 1.17504 -2.68730
N -0.17980 0.12333 -2.31590
C -1.55940 1.96746 -1.54247
O -2.29919 2.88947 -1.82141
O -1.22200 1.54219 -0.38272
H 0.82102 -0.95972 -5.32255
H -0.55801 1.00134 -6.03490
H -1.68699 2.38795 -4.24898
```

# 6
Computed, not measured: a structure of composition C13H10F5NOW, with ωB97M-V/def2-TZVPD.

Calculated values
* Kohn-Sham gap (spin up / spin down): 6.66 / 3.55 eV
* maximum force: 2.7 eV/Å
* electronic energy: -32586.911 eV
* HOMO level (spin up / spin down): -6.644 / -6.411 eV
* relative energy (zero: lowest compared OMol25 entry of this formula, charge and spin): 60.6 kcal per mole
* multiplicity: 3

```
31
C13H10F5NOW, DFT ωB97M-V/def2-TZVPD
C 1.14506 -0.97201 -3.50159
C 0.01380 -0.05575 -3.47033
C -0.98719 -0.59788 -2.60863
C -0.49448 -1.81813 -2.06448
C 0.78791 -2.08642 -2.64046
W 1.32950 -0.09094 -1.55501
N 2.25520 -1.27065 -0.52801
C 2.10837 1.84860 -1.68216
C 0.72765 2.10729 -1.92031
H -2.00796 -0.22349 -2.48591
H -0.08688 0.82735 -4.09960
H -1.05225 -2.49637 -1.41184
H 1.36590 -2.99965 -2.51784
H 2.02079 -0.91003 -4.14958
H 0.37491 2.46948 -2.87669
H 2.40620 1.94852 -0.63939
H 2.93750 -1.81045 -0.02926
H 0.11823 2.46718 -1.09731
H 2.91186 1.99398 -2.38785
F -1.86455 -1.00694 5.88592
C -1.60495 -0.43944 4.69709
C -1.75800 -1.18227 3.52003
F -2.15472 -2.47242 3.59636
C -1.49469 -0.60691 2.30315
F -1.65119 -1.32819 1.17579
C -1.05077 0.76061 2.18331
O -0.83467 1.29984 1.07244
C -0.88270 1.46368 3.43045
F -0.42545 2.72311 3.37327
C -1.16083 0.88309 4.64120
F -0.99158 1.57521 5.78723
```

# 7
Computed, not measured: a structure of composition C13H10MnN2O2Se2Te2, with ωB97M-V/def2-TZVPD.

Calculated values
* Kohn-Sham gap (spin up / spin down): 6.92 / 6.69 eV
* maximum force: 0.4 eV/Å
* electronic energy: -197315.407 eV
* HOMO level (spin up / spin down): -8.083 / -7.612 eV
* relative energy (zero: lowest compared OMol25 entry of this formula, charge and spin): 0.0 kcal per mole
* multiplicity: 2

```
32
C13H10MnN2O2Se2Te2, DFT ωB97M-V/def2-TZVPD
Mn -2.02471 -0.32499 -0.26908
O 5.57241 -2.52533 -0.80268
C 5.20247 -1.25528 -1.07739
O 6.02347 -0.46627 -1.45055
C 3.75687 -0.90468 -0.90429
C 3.41722 0.44048 -1.01261
C 2.10665 0.85134 -0.86846
C 1.10621 -0.08597 -0.60743
C 1.43437 -1.43528 -0.51160
C 2.74944 -1.83482 -0.65976
N -0.21900 0.33253 -0.46926
C -0.56243 1.41888 0.20078
C -1.93023 1.81808 0.13243
C -2.52947 2.53036 1.27813
C -2.98790 1.82171 2.31535
C -2.93216 0.36477 2.48290
C -2.54220 -0.57148 1.59973
N -2.66019 1.33126 -0.89660
H 4.83008 -3.03422 -0.45975
H 4.20266 1.15303 -1.22343
H 1.84366 1.89446 -0.98972
H 0.65767 -2.15721 -0.30105
H 2.95680 -2.89692 -0.59169
H 0.11930 1.89427 0.90335
H -2.58095 3.61270 1.26484
H -3.43097 2.37196 3.13847
H -3.27044 0.02830 3.46012
H -2.57604 -1.60102 1.95545
Se -4.46694 1.79950 -1.04768
Te -4.87774 -0.04772 -2.68308
Te -4.40052 -1.96426 -0.82380
Se -1.98743 -2.55821 -1.08165
```

# 8
Computed, not measured: the molecule C13H10N2O5, with ωB97M-V/def2-TZVPD.

Calculated values
* SMILES: O=C(OCc1cccc([N+](=O)[O-])c1)c1ccc[nH]c1=O
* Kohn-Sham gap: 8.69 eV
* maximum force: 1.3 eV/Å
* electronic energy: -26858.733 eV
* HOMO level: -8.910 eV
* relative energy (zero: lowest compared OMol25 entry of this formula, charge and spin): 0.0 kcal per mole

```
30
C13H10N2O5, DFT ωB97M-V/def2-TZVPD
O -0.38014 2.15002 -1.05377
C 0.54106 1.39918 -0.83780
O 1.04947 1.15846 0.36857
C 0.34487 1.69715 1.48666
C -0.81295 0.79493 1.82566
C -2.12043 1.16710 1.53607
C -3.17402 0.30017 1.78539
C -2.93275 -0.95025 2.32072
C -1.62267 -1.31904 2.60350
N -1.36334 -2.61977 3.17121
O -0.25222 -2.83623 3.60179
O -2.27946 -3.41479 3.19288
C -0.56060 -0.46156 2.35693
C 1.26464 0.65475 -1.89826
C 1.36308 1.19508 -3.14858
C 2.04037 0.52296 -4.18461
C 2.58331 -0.69469 -3.91297
N 2.46009 -1.24322 -2.68986
C 1.80671 -0.66006 -1.59785
O 1.72587 -1.28016 -0.56030
H -0.00534 2.70622 1.24469
H 1.07501 1.72825 2.29765
H -2.31184 2.13529 1.09889
H -4.18419 0.60142 1.55548
H -3.73291 -1.64543 2.52364
H 0.44847 -0.78799 2.55779
H 0.92017 2.16374 -3.32993
H 2.12978 0.96326 -5.16216
H 3.12519 -1.26733 -4.65152
H 2.85479 -2.15745 -2.49991
```

# 9
Computed, not measured: a cluster of 2 separate species, C13H11BrS in total, with ωB97M-V/def2-TZVPD.

Calculated values
* Kohn-Sham gap (spin up / spin down): 6.22 / 6.13 eV
* maximum force: 4.7 eV/Å
* electronic energy: -94534.276 eV
* HOMO level (spin up / spin down): -7.776 / -7.713 eV

```
26
C13H11BrS, DFT ωB97M-V/def2-TZVPD
C 3.14164 -1.77408 -0.93182
C -2.50607 2.69415 -0.56789
C 3.27951 -1.40742 0.40353
C 1.90754 -1.76677 -1.51866
C -2.77226 2.26000 0.70256
C -1.44946 2.12909 -1.31105
C 2.18458 -1.04514 1.16566
C 0.82444 -1.45107 -0.77545
C -1.92999 1.35432 1.25658
C -0.57279 1.26856 -0.76719
C 1.01534 -0.88468 0.49016
C -0.78396 0.80044 0.59681
C -0.09716 -0.22670 1.21457
S -1.76511 -2.28373 1.31294
Br -2.58127 -2.24552 -0.72744
H 4.02661 -1.87047 -1.48500
H -3.07393 3.48312 -0.99390
H 4.18257 -1.35774 1.01469
H 1.80312 -2.05989 -2.59889
H -3.50788 2.76169 1.33266
H -1.29990 2.52539 -2.31492
H 2.32321 -0.79325 2.18582
H -0.13772 -1.53239 -1.16684
H -2.02443 0.86746 2.31883
H 0.27662 0.85852 -1.17466
H -0.46323 -0.30389 2.33889
```

# 10
Computed, not measured: a structure of composition C13H11Cl3GeN3NiO2, with ωB97M-V/def2-TZVPD.

Calculated values
* Kohn-Sham gap (spin up / spin down): 6.85 / 7.50 eV
* maximum force: 2.1 eV/Å
* electronic energy: -157354.230 eV
* HOMO level (spin up / spin down): -8.555 / -9.394 eV
* relative energy (zero: lowest compared OMol25 entry of this formula, charge and spin): 32.6 kcal per mole
* multiplicity: 2

```
34
C13H11Cl3GeN3NiO2, DFT ωB97M-V/def2-TZVPD
Ni -0.49620 0.28905 -0.21457
O 1.47101 -1.36371 2.91196
C 0.86515 -0.67789 2.12217
N 0.45704 -1.02943 0.86582
C 0.71417 -2.25665 0.32048
O 1.22445 -3.20466 0.86872
C 0.27854 -2.30896 -1.12369
C 0.57066 -3.41935 -1.90461
C 0.17578 -3.42306 -3.23283
C -0.47898 -2.30598 -3.73264
C -0.73037 -1.23865 -2.88670
N -0.37181 -1.24660 -1.60878
C 0.47465 0.74394 2.44045
C 0.86381 1.32645 3.63859
C 0.47441 2.62849 3.90321
C -0.26244 3.30850 2.94466
C -0.58877 2.66374 1.76411
N -0.24285 1.40465 1.52640
H 1.10523 -4.23725 -1.44257
H 0.37869 -4.26962 -3.87320
H -0.78762 -2.24935 -4.76449
H -1.22909 -0.34983 -3.25024
H 1.45992 0.73334 4.31576
H 0.74194 3.10885 4.83279
H -0.58246 4.32636 3.09695
H -1.13893 3.17528 0.98422
Cl 0.75531 2.57121 -3.31374
Ge 1.09932 1.54983 -1.38693
Cl 2.12900 3.10560 -0.20932
Cl 2.73603 0.19601 -1.92373
C -2.51792 0.55277 -0.37125
H -2.96500 0.88406 0.56662
H -3.02571 -0.33838 -0.74150
H -2.55697 1.35125 -1.12211
```

# 11
Computed, not measured: the molecule C13H11ClF3NO, with ωB97M-V/def2-TZVPD.

Calculated values
* SMILES: Nc1ccc(Cl)cc1[C@@](O)(C#CC1CC1)C(F)(F)F
* Kohn-Sham gap: 8.73 eV
* maximum force: 3.2 eV/Å
* electronic energy: -37869.462 eV
* HOMO level: -8.020 eV
* relative energy (zero: lowest compared OMol25 entry of this formula, charge and spin): 1.3 kcal per mole

```
30
C13H11ClF3NO, DFT ωB97M-V/def2-TZVPD
N -1.82536 0.42048 -1.09443
C -2.10466 0.09468 0.22386
C -3.37292 -0.42982 0.54215
C -3.68745 -0.78659 1.85270
C -2.69142 -0.59623 2.84653
Cl -3.13468 -0.93931 4.51740
C -1.39227 -0.16083 2.50972
C -1.05581 0.19473 1.18819
C 0.39231 0.72589 0.93852
O 1.23016 0.23819 1.96190
C 0.97700 0.05991 -0.21489
C 1.50464 -0.43850 -1.19504
C 2.13317 -1.12602 -2.31784
C 3.17021 -0.35161 -3.07935
C 3.63812 -1.47147 -2.17073
C 0.45314 2.29589 0.81479
F -0.10500 2.68360 -0.36649
F -0.12640 2.88191 1.90958
F 1.75813 2.73256 0.79240
H -1.05600 1.09210 -1.23639
H -2.64268 0.53345 -1.69473
H -4.09832 -0.49965 -0.26973
H -4.65853 -1.09034 2.16339
H -0.66897 -0.11883 3.30304
H 1.30886 -0.72969 1.77453
H 1.48291 -1.80251 -2.87147
H 3.37577 0.66062 -2.79116
H 3.15946 -0.53374 -4.17571
H 4.09726 -1.14177 -1.22347
H 3.93934 -2.39711 -2.63731
```

# 12
Computed, not measured: the ion C13H11F2N3O2 with charge +2, with ωB97M-V/def2-TZVPD.

Calculated values
* charge: +2
* Kohn-Sham gap: 9.55 eV
* maximum force: 0.7 eV/Å
* electronic energy: -27642.781 eV
* HOMO level: -17.858 eV

```
31
C13H11F2N3O2, DFT ωB97M-V/def2-TZVPD
C -4.38289 3.29880 -0.72884
N -3.21217 2.40328 -0.56228
C -2.16158 2.52672 -1.38152
C -1.07070 1.70250 -1.26182
C -1.06757 0.71987 -0.28266
C 0.09485 -0.18759 -0.10637
C -0.04974 -1.56396 -0.22305
C 1.04396 -2.37406 -0.05519
N 2.23816 -1.84109 0.24041
N 3.28941 -2.76027 0.43567
C 3.29306 -3.18978 1.83058
O 2.78803 -2.59654 2.70456
F 3.92418 -4.32954 1.90030
C 4.56931 -2.28874 -0.07854
O 4.93033 -2.42990 -1.18308
F 5.25003 -1.68074 0.90287
C 2.41137 -0.51536 0.37905
C 1.35037 0.33181 0.19170
C -2.17201 0.60049 0.54889
C -3.23161 1.45874 0.38605
H -4.85861 3.42015 0.23541
H -4.03144 4.26961 -1.05337
H -5.06244 2.86386 -1.45113
H -2.20450 3.29804 -2.13290
H -0.23281 1.81619 -1.93005
H -0.99840 -2.01875 -0.45731
H 0.99938 -3.44551 -0.15852
H 3.38653 -0.14456 0.64907
H 1.49367 1.39430 0.30267
H -2.22034 -0.14482 1.32604
H -4.10584 1.40683 1.01334
```